[1]
C31H26DyN3STe as an isolated structure at a distorted geometry. Source: the OMol25 dataset; level of theory: ωB97M-V/def2-TZVPD.

The geometry in ORCA input format:
```
! wB97M-V def2-TZVPD RIJCOSX def2/J DEFGRID3
* xyz 0 6
Dy 6.9678 12.5921 15.5135
S 4.6814 11.1159 19.5300
C 5.3144 12.6942 19.9129
C 5.1761 13.3865 21.1097
C 5.7848 14.6332 21.2001
C 6.6130 15.0392 20.1514
C 6.8248 14.2999 19.0074
C 6.1516 13.0988 18.8737
N 6.1597 12.2693 17.7817
C 5.3900 11.1523 17.9549
C 5.0775 10.2531 16.8588
C 4.1742 9.1529 17.0856
C 3.9730 8.2536 16.0576
C 4.5033 8.5061 14.7698
C 5.3253 9.5732 14.5326
C 5.6688 10.4545 15.5735
H 4.5432 13.0126 21.9072
H 5.5289 15.1985 22.0870
H 7.0392 16.0858 20.2578
H 7.3667 14.8016 18.2069
H 3.6388 8.9943 18.0602
H 3.2786 7.3769 16.1716
H 4.3914 7.8004 14.0010
H 5.6759 9.7107 13.5075
N 8.7998 11.2645 16.9191
H 8.5673 10.3750 17.2959
H 8.8158 11.9106 17.7192
H 9.7752 11.1970 16.6153
C 5.3708 11.8452 9.6159
C 6.0667 12.3095 10.8390
C 7.0437 11.5464 11.5010
C 7.8069 12.0748 12.5604
C 8.8293 11.1866 13.1183
C 7.6693 13.4677 12.8852
Te 9.1316 14.2271 14.1846
C 6.6003 14.2030 12.3036
C 6.2221 15.5855 12.6848
C 5.8772 13.5745 11.3529
H 4.6983 11.0123 9.6745
H 6.0360 11.5922 8.8381
H 4.7245 12.6146 9.1973
H 7.2392 10.5665 11.1359
H 9.8565 11.5557 13.0169
H 8.7544 10.1647 12.7372
H 8.6580 10.9874 14.2463
H 6.2632 15.7057 13.8221
H 5.2193 15.8299 12.2221
H 6.9152 16.3308 12.2855
H 5.0134 14.1117 10.8952
N 4.7558 22.1227 17.2274
C 4.9062 20.9710 17.2007
C 5.0560 19.5803 16.8445
C 4.4444 18.6595 17.6911
C 4.5368 17.3266 17.3787
C 5.1689 16.8984 16.1716
C 5.7916 17.8843 15.3700
C 5.6884 19.2066 15.6854
C 5.2448 15.5016 15.9753
C 5.5621 14.3323 15.9123
H 3.9154 18.9934 18.5329
H 4.0746 16.5513 17.9517
H 6.4224 17.5748 14.5295
H 6.0746 19.8622 14.9790
*
```

Properties
**ΔE to the lowest compared entry with this formula, charge and spin**: 16.7 kcal/mol
**Frontier orbital gap (alpha / beta)**: 6.62 / 6.65 eV
**HOMO (alpha / beta)**: -7.257 / -7.274 eV
**Max |F|**: 3.488 eV/Å
**Lowest unoccupied orbital energy (alpha / beta)**: -0.64 / -0.62 eV
**Total energy**: -2912.36284 Ha

Results of the Mulliken charge analysis, in e, for atoms 1 through 6: 0.207, -0.377, 0.629, -0.652, -0.589, -0.659

---

[2]
A 5-piece molecular cluster, C10H30O5 overall at a distorted geometry. Source: the OMol25 dataset; level of theory: ωB97M-V/def2-TZVPD.

The geometry in ORCA input format:
```
! wB97M-V def2-TZVPD RIJCOSX def2/J DEFGRID3
* xyz 0 1
C -0.0639 0.5624 1.2935
C 0.0459 0.3683 -0.2043
O 1.3569 0.7701 -0.6148
H 0.8605 0.2589 1.7872
H -0.7713 -0.1374 1.7468
H -0.3764 1.5789 1.5186
H -0.6948 0.9119 -0.7970
H -0.1307 -0.6887 -0.4379
H 1.4682 0.5309 -1.5391
C 3.8427 1.2373 2.3709
C 5.0235 1.9310 3.0736
O 4.6935 3.2747 3.4129
H 3.0415 1.0842 3.0933
H 4.1549 0.1857 2.2596
H 3.5928 1.6477 1.4013
H 5.9393 1.8848 2.4742
H 5.2857 1.3649 3.9701
H 4.9628 3.8219 2.6705
C -2.2533 -2.6208 -1.7686
C -2.1976 -2.0297 -3.1622
O -2.9805 -0.8481 -3.1997
H -3.1929 -3.1701 -1.6442
H -2.2972 -1.9375 -0.9172
H -1.4278 -3.3043 -1.5578
H -2.6156 -2.7696 -3.8547
H -1.1623 -1.8331 -3.4628
H -2.5971 -0.2230 -3.8321
C -1.3656 -1.4485 4.5774
C -1.4647 -2.8480 3.9918
O -2.4545 -2.8932 2.9593
H -2.3813 -1.0634 4.6702
H -0.7243 -0.8466 3.9437
H -0.9885 -1.5162 5.5971
H -1.6928 -3.6053 4.7511
H -0.4962 -3.1853 3.6022
H -2.3325 -3.7525 2.5426
C -0.5875 2.6049 -3.6454
C -1.0085 2.1867 -5.0405
O -1.5798 0.8741 -5.0731
H 0.1289 1.8813 -3.2564
H -1.4710 2.7117 -3.0196
H -0.0725 3.5649 -3.6896
H -0.1729 2.1850 -5.7545
H -1.6906 2.9301 -5.4739
H -1.1525 0.3693 -5.7623
*
```

Properties
**ΔE to the lowest compared entry with this formula, charge and spin**: 26.1 kcal/mol
**Frontier orbital gap**: 10.29 eV
**HOMO**: -9.793 eV
**Max |F|**: 2.186 eV/Å
**Lowest unoccupied orbital energy**: 0.49 eV
**Total energy**: -775.11898 Ha

Results of the Mulliken charge analysis, in e, for atoms 1 through 6: -0.889, 0.093, -0.536, 0.177, 0.225, 0.312

---

[3]
C3OPr as an isolated structure at a distorted geometry. Source: the OMol25 dataset; level of theory: ωB97M-V/def2-TZVPD.

The geometry in ORCA input format:
```
! wB97M-V def2-TZVPD RIJCOSX def2/J DEFGRID3
* xyz 2 4
C 1.0627 0.4956 0.3608
C -0.3718 0.9500 -0.3924
O 0.8095 1.6652 -0.3426
C -0.1349 -0.3589 -0.0388
Pr -1.3655 -2.7519 0.4129
*
```

Properties
**ΔE to the lowest compared entry with this formula, charge and spin**: 7.6 kcal/mol
**Frontier orbital gap (alpha / beta)**: 7.06 / 8.79 eV
**HOMO (alpha / beta)**: -17.580 / -19.310 eV
**Max |F|**: 4.749 eV/Å
**Lowest unoccupied orbital energy (alpha / beta)**: -10.52 / -10.52 eV
**Total energy**: -705.59052 Ha

Calculated atomic charges, method Mulliken, unit e: 0.271, 0.254, -0.043, -0.236, 1.755

---

[4]
C43H37O3P2Tm as an isolated structure at a distorted geometry. Source: the OMol25 dataset; level of theory: ωB97M-V/def2-TZVPD.

The geometry in ORCA input format:
```
! wB97M-V def2-TZVPD RIJCOSX def2/J DEFGRID3
* xyz 2 3
C 1.4677 -2.9472 -3.6444
C 0.3448 -3.2586 -2.8548
C -0.7741 -3.9113 -3.4025
C -0.7343 -4.2972 -4.7417
C 0.3904 -4.0164 -5.5267
C 1.4825 -3.3329 -4.9804
P 0.3849 -2.6863 -1.1390
C -1.1221 -3.3513 -0.3379
C -2.2193 -2.4451 -0.1584
C -3.3606 -2.9098 0.5261
C -3.4137 -4.2271 0.9880
C -2.3615 -5.1220 0.7487
C -1.2167 -4.6797 0.0838
Tm -0.6457 -0.4144 0.0593
P 0.1473 2.4254 -0.7792
C -0.9133 3.1269 -2.0890
C -0.4065 3.8401 -3.1891
C -1.2766 4.3171 -4.1702
C -2.6455 4.0361 -4.0958
C -3.1511 3.2813 -3.0274
C -2.2926 2.8336 -2.0256
C -0.3160 3.3845 0.7256
C 0.4834 3.1813 1.8643
C 0.0233 3.5838 3.1138
C -1.2072 4.2386 3.2218
C -1.9307 4.5656 2.0752
C -1.4792 4.1564 0.8217
C 1.7557 3.2290 -1.1314
C 2.8969 2.4216 -1.2809
C 4.1426 3.0141 -1.4889
C 4.2643 4.4050 -1.5686
C 3.1303 5.2141 -1.4356
C 1.8782 4.6294 -1.2118
C 1.8271 -3.4503 -0.3462
C 2.4385 -4.6053 -0.8594
C 3.5661 -5.1284 -0.2153
C 4.0623 -4.5307 0.9510
C 3.4533 -3.3769 1.4634
C 2.3632 -2.8282 0.7987
H 1.4631 2.6995 1.7618
H 0.6363 3.4025 4.0049
H -1.5783 4.5262 4.2055
H -2.8543 5.1403 2.1520
H -2.0283 4.4304 -0.0760
H 0.6613 4.0430 -3.2727
H -0.8661 4.9117 -4.9885
H -3.3156 4.4100 -4.8691
H -4.2197 3.0552 -2.9709
H -2.6970 2.2661 -1.1794
H 2.7956 1.3398 -1.2024
H 5.0304 2.3874 -1.5723
H 5.2388 4.8686 -1.7212
H 3.2055 6.3013 -1.4888
H 0.9970 5.2661 -1.0906
H 2.0251 -5.0814 -1.7496
H 4.0456 -6.0169 -0.6260
H 4.9187 -4.9644 1.4680
H 3.8216 -2.9163 2.3854
H 1.9235 -1.9086 1.1948
H -2.2985 -1.4603 -0.7443
H -4.2077 -2.2204 0.6737
H -4.3006 -4.5740 1.5241
H -2.4399 -6.1626 1.0654
H -0.3882 -5.3548 -0.1177
H -1.6507 -4.1108 -2.7798
H -1.5856 -4.8274 -5.1667
H 0.4218 -4.3445 -6.5638
H 2.3568 -3.1061 -5.5868
H 2.3136 -2.4247 -3.1912
H -0.0340 -0.0689 -1.8359
H 0.6878 -0.0430 -1.4172
O -2.8847 1.4485 3.8996
C -1.9327 0.8416 4.6544
C -1.8814 1.1089 6.0315
C -1.0223 0.3476 6.8316
C -0.2769 -0.7147 6.3059
C -0.2817 -0.9525 4.9360
C -1.0061 -0.1001 4.1034
C -0.8419 -0.1734 2.6791
O 0.0904 -0.8668 2.0658
O -1.6400 0.4877 1.8565
H -2.5825 1.3328 2.9553
H -2.5016 1.9225 6.4178
H -0.9255 0.6052 7.8848
H 0.3309 -1.3374 6.9552
H 0.2419 -1.7771 4.4577
*
```

Properties
**Frontier orbital gap (alpha / beta)**: 6.16 / 6.20 eV
**HOMO (alpha / beta)**: -13.234 / -13.235 eV
**Max |F|**: 3.233 eV/Å
**Lowest unoccupied orbital energy (alpha / beta)**: -7.07 / -7.03 eV
**Total energy**: -3653.89930 Ha

Results of the Mulliken charge analysis, in e, for atoms 1 through 6: -0.482, 0.768, -0.477, -0.712, -0.496, -0.656

---

[5]
C2F3GdNO5S2 as an isolated structure at a distorted geometry. Source: the OMol25 dataset; level of theory: ωB97M-V/def2-TZVPD.

The geometry in ORCA input format:
```
! wB97M-V def2-TZVPD RIJCOSX def2/J DEFGRID3
* xyz 2 9
N -1.2219 -1.1468 -0.7201
S -1.0578 0.0080 -1.7418
O -0.8364 -0.5156 -3.0882
S -1.3839 -0.5810 0.9064
O -0.3802 -1.3399 1.6986
C -2.9903 -1.5289 1.1738
F -3.9210 -1.0848 0.3486
F -2.8149 -2.8226 1.0026
F -3.3618 -1.2992 2.4238
O 4.3154 0.3803 -0.1683
C 3.6573 1.4372 -0.3775
O 2.4146 1.2713 -0.2857
O 4.2167 2.5700 -0.5217
Gd 3.3642 4.6520 -0.6507
*
```

Properties
**Frontier orbital gap (alpha / beta)**: 6.09 / 3.50 eV
**HOMO (alpha / beta)**: -17.748 / -15.144 eV
**Max |F|**: 4.009 eV/Å
**Lowest unoccupied orbital energy (alpha / beta)**: -11.66 / -11.64 eV
**Total energy**: -2367.74979 Ha

Results of the Mulliken charge analysis, in e, for atoms 1 through 6: -0.129, 0.680, -0.298, 0.612, -0.207, 0.764

---

[6]
A 2-piece molecular cluster, C5H11O overall at a distorted geometry. Source: the OMol25 dataset; level of theory: ωB97M-V/def2-TZVPD.

The geometry in ORCA input format:
```
! wB97M-V def2-TZVPD RIJCOSX def2/J DEFGRID3
* xyz 1 1
C -0.4565 -0.3244 1.3947
C 0.1679 0.4405 0.3316
C -0.1894 1.7541 -0.2193
C 2.8278 -0.8075 -0.2979
C -1.8431 -0.7747 -0.6423
O -0.5679 -0.7768 0.0191
H 0.1192 -0.9950 2.0211
H -1.3901 0.0155 1.8408
H 0.3354 2.5212 0.3444
H -1.2638 1.9621 -0.1465
H 0.1054 1.8337 -1.2642
H 3.2819 0.1412 -0.5069
H 2.3977 -1.3761 -1.0969
H 2.9344 -1.2351 0.6779
H -1.6906 -0.4465 -1.6719
H -2.1999 -1.8047 -0.6374
H -2.5684 -0.1275 -0.1463
*
```

Properties
**ΔE to the lowest compared entry with this formula, charge and spin**: 105.5 kcal/mol
**Frontier orbital gap (alpha / beta)**: 7.44 / 10.48 eV
**HOMO (alpha / beta)**: -12.700 / -14.125 eV
**Max |F|**: 1.483 eV/Å
**Lowest unoccupied orbital energy (alpha / beta)**: -5.26 / -3.65 eV
**Total energy**: -271.85955 Ha

Results of the Mulliken charge analysis, in e, for atoms 1 through 6: -0.296, 0.439, -1.116, -0.860, -0.691, -0.028

---

[7]
C27H52F2NO25PdS2 as an isolated structure at a distorted geometry. Source: the OMol25 dataset; level of theory: ωB97M-V/def2-TZVPD.

The geometry in ORCA input format:
```
! wB97M-V def2-TZVPD RIJCOSX def2/J DEFGRID3
* xyz 1 3
Pd 2.6098 1.4331 0.6414
N 0.7306 0.8994 -0.2629
S 0.0146 -0.4693 -0.4325
O 0.6380 -1.4444 -1.2738
O -1.4320 -0.5200 -0.1613
F 0.4915 -1.0463 0.9838
S -0.2425 1.6182 -1.5010
O -1.3933 2.3501 -0.9650
O -0.4137 0.8907 -2.7424
F 0.8532 2.7140 -1.8698
C -4.6914 -1.8806 0.1564
C -4.1531 -0.7800 1.0835
O -5.2073 -0.7651 2.0136
C -6.3870 -1.2037 1.3551
O -7.5189 -1.2601 1.7765
O -6.0510 -1.5293 0.0899
H -4.5743 -2.9093 0.4974
H -4.3494 -1.8062 -0.8759
H -3.9348 0.2032 0.6668
H -3.2538 -1.2191 1.5155
C -1.3289 -6.5422 -3.9846
C -1.5385 -5.8033 -2.6554
O -1.5102 -4.4489 -2.9403
C -1.7682 -3.5958 -1.9230
O -1.8959 -3.8141 -0.7032
O -1.8974 -2.3256 -2.4007
C -1.6536 -1.9337 -3.7034
H -0.3858 -6.2836 -4.4659
H -2.0916 -6.1698 -4.6686
H -1.3931 -7.6273 -3.9036
H -0.7677 -6.0494 -1.9251
H -2.4877 -6.1351 -2.2345
H -1.9270 -2.7521 -4.3694
H -0.5688 -1.9132 -3.8072
H -2.2238 -1.0495 -3.9887
C 1.9751 -0.3694 -4.4341
C 2.8730 -0.0224 -3.2042
O 3.4475 1.2500 -3.4082
C 3.8853 2.0528 -2.4398
O 3.7228 1.8656 -1.2618
O 4.4453 3.1339 -3.0296
C 5.1660 4.0432 -2.2313
H 2.5514 -0.4363 -5.3568
H 1.1918 0.3886 -4.4485
H 1.4422 -1.2878 -4.1879
H 3.6126 -0.7823 -2.9520
H 2.2870 -0.0892 -2.2875
H 5.9298 4.5307 -2.8371
H 5.7278 3.4937 -1.4760
H 4.4479 4.7015 -1.7423
C -4.0431 4.8300 -1.4103
C -3.8639 5.4771 -2.8076
O -4.2355 6.8979 -2.6938
C -3.3627 7.7748 -2.2192
O -2.1635 7.6243 -1.8852
O -3.8669 9.0273 -2.4545
C -3.1182 10.2674 -2.2918
H -3.6153 3.8283 -1.4507
H -5.0535 4.8548 -1.0023
H -3.3971 5.3486 -0.7018
H -4.4223 5.0595 -3.6453
H -2.8511 5.3001 -3.1696
H -3.6386 11.1539 -2.6543
H -2.1525 10.1723 -2.7883
H -2.9855 10.4311 -1.2223
C -2.5381 2.8044 1.9900
C -1.0596 2.6054 2.4079
O -0.7949 1.4349 3.2790
C 0.4164 1.0446 3.5187
O 1.3883 1.1784 2.7827
O 0.3834 0.2636 4.6366
C 1.6033 -0.0276 5.2921
H -2.9178 1.9003 1.5139
H -2.8266 3.5737 1.2737
H -3.1656 3.1456 2.8133
H -0.6564 3.5020 2.8786
H -0.4636 2.5566 1.4966
H 1.4413 -0.6193 6.1931
H 2.1450 0.9070 5.4378
H 2.2038 -0.7355 4.7209
C 0.6144 -4.2528 7.7948
C -0.0250 -3.3792 6.8118
O -0.4692 -4.0388 5.6824
C -0.2223 -3.5767 4.4393
O 0.5200 -2.6823 4.1398
O -0.9119 -4.3639 3.6034
C -0.7384 -4.2363 2.2552
H 1.4499 -4.8506 7.4307
H -0.0654 -5.0239 8.1573
H 0.7931 -3.7750 8.7581
H 0.6167 -2.5254 6.5943
H -0.9120 -2.8920 7.2166
H -0.3345 -3.2981 1.8750
H -1.7103 -4.1943 1.7635
H -0.1172 -5.0123 1.8080
C 7.6331 -0.5611 -0.9441
C 6.1380 -0.4370 -1.1753
O 5.4958 -1.6739 -0.9082
C 4.3774 -1.6617 -0.1448
O 3.5550 -0.7380 0.0559
O 4.1132 -2.8970 0.2198
C 2.9647 -3.2679 0.9238
H 8.0904 -0.8342 -1.8950
H 7.8691 -1.1776 -0.0768
H 8.1012 0.3756 -0.6414
H 6.0133 -0.2225 -2.2367
H 5.7167 0.3995 -0.6178
H 2.0388 -2.7187 0.7526
H 3.0985 -3.0180 1.9763
H 2.9148 -4.3517 0.8188
*
```

Properties
**Frontier orbital gap (alpha / beta)**: 7.37 / 3.98 eV
**HOMO (alpha / beta)**: -11.928 / -11.928 eV
**Max |F|**: 9.754 eV/Å
**Lowest unoccupied orbital energy (alpha / beta)**: -4.56 / -7.94 eV
**Total energy**: -4119.30118 Ha

Results of the Mulliken charge analysis, in e, for atoms 1 through 6: 0.889, 0.665, 1.033, -0.715, -0.180, -0.360

---

[8]
The molecule C9H18Si at a distorted geometry. Source: the OMol25 dataset; level of theory: ωB97M-V/def2-TZVPD.

The geometry in ORCA input format:
```
! wB97M-V def2-TZVPD RIJCOSX def2/J DEFGRID3
* xyz 0 1
C -2.1079 -0.0097 -0.4797
C -3.3608 -0.0712 -0.2391
C -0.7388 0.2441 0.0117
C 0.5568 -0.5038 0.2125
C -3.8228 -0.4561 1.1374
C -4.4698 -0.0042 -1.2696
C 2.9324 0.3649 -1.7824
C 3.4977 -1.0476 0.8187
C 2.4767 1.7744 1.0253
Si 2.3043 0.1227 0.0272
H -0.4717 1.2168 -0.3498
H -0.8976 0.4198 1.0082
H 0.5440 -1.5435 0.1489
H -3.4088 -1.3946 1.5601
H -3.7309 0.3029 1.8489
H -4.8862 -0.7432 1.2368
H -4.1664 0.1203 -2.2339
H -5.2301 -0.9625 -1.1552
H -5.1391 0.7828 -1.1421
H 3.8801 -0.0692 -2.0465
H 2.2357 0.1344 -2.5886
H 3.1876 1.4026 -1.9895
H 4.4145 -1.3367 0.2781
H 3.6994 -0.6790 1.8123
H 2.9011 -1.9321 0.9959
H 3.4392 2.0062 1.2442
H 2.1782 2.5358 0.3407
H 1.7842 1.6771 1.7950
*
```

Properties
**ΔE to the lowest compared entry with this formula, charge and spin**: 106.3 kcal/mol
**Frontier orbital gap (alpha / beta)**: 7.48 / 8.70 eV
**HOMO (alpha / beta)**: -7.596 / -8.250 eV
**Max |F|**: 4.471 eV/Å
**Lowest unoccupied orbital energy (alpha / beta)**: -0.11 / 0.45 eV
**Total energy**: -643.00650 Ha

Results of the Mulliken charge analysis, in e, for atoms 1 through 6: -0.462, 0.947, -0.392, -0.753, -1.440, -1.470